The following is a quantum chemistry calculation of a cluster of 8 separate species, C34H71NO23 in total, from the Open Molecules 2025 dataset.

## Properties
Orbital gap in eV: 9.31
Highest occupied orbital energy in eV: -8.7
Electronic energy in a.u.: -3123.22988
SMILES string: CCOC(=O)OC.CCOC(=O)OC.CCOC(=O)OC.CCOC(=O)OC.CCOC(=O)OC.CCOC(=O)OC.CCOC(=O)OC.COCCNCCOC
LUMO in eV: 0.6109
Maximum force in eV Å⁻¹: 5.810

The geometry in ORCA input format:
```
! wB97M-V def2-TZVPD RIJCOSX def2/J DEFGRID3
* xyz 0 1
C -7.94339 -4.49369 -0.06680
C -8.18646 -3.18963 0.57475
O -6.85995 -2.65439 0.80132
C -6.31473 -1.82721 -0.14532
O -6.91368 -1.37493 -1.14480
O -5.09446 -1.41628 0.29608
C -4.47820 -0.40918 -0.51365
H -7.57346 -5.22546 0.65138
H -7.23611 -4.44584 -0.89479
H -8.92240 -4.88596 -0.34206
H -8.65415 -3.22175 1.55879
H -8.72560 -2.52931 -0.10454
H -5.06489 0.50639 -0.58861
H -4.38110 -0.71555 -1.55520
H -3.43919 -0.24588 -0.22749
C -0.70275 -3.33714 -2.20716
C -1.64099 -2.89861 -3.29799
O -2.78787 -3.71999 -3.08026
C -3.83024 -3.72414 -3.93406
O -3.97184 -2.91952 -4.85880
O -4.83365 -4.50817 -3.37366
C -6.15561 -4.51970 -3.92865
H -1.07615 -3.15953 -1.19863
H 0.19310 -2.72645 -2.31946
H -0.39479 -4.37694 -2.31705
H -1.20521 -3.16429 -4.26112
H -1.98561 -1.87497 -3.15133
H -6.69945 -3.60390 -3.69698
H -6.66054 -5.33604 -3.41219
H -6.04273 -4.76147 -4.98548
C 2.85798 -1.47818 -8.45690
C 2.15697 -2.01753 -7.27264
O 2.50041 -1.28419 -6.11279
C 2.39492 -1.83814 -4.95507
O 1.81706 -2.92784 -4.63112
O 2.97300 -1.04603 -4.02039
C 2.98298 -1.45234 -2.62328
H 3.94559 -1.54152 -8.49151
H 2.45293 -0.48881 -8.66946
H 2.56066 -2.15401 -9.25874
H 2.69568 -2.96510 -7.27536
H 1.07880 -2.11536 -7.39948
H 1.90413 -1.39888 -2.47728
H 3.57198 -0.79509 -1.98360
H 3.47655 -2.42325 -2.58064
C 3.05628 2.29980 -4.66254
C 3.84853 2.22532 -3.37429
O 5.21114 2.37980 -3.56127
C 6.01536 2.43252 -2.45600
O 5.65194 2.01882 -1.35637
O 7.10361 3.01720 -2.82316
C 8.10847 3.56842 -1.96587
H 3.15973 3.27627 -5.13574
H 2.01734 1.98855 -4.55366
H 3.51663 1.55833 -5.31553
H 3.65402 1.24625 -2.93648
H 3.56077 2.99076 -2.65359
H 8.08958 2.81617 -1.17728
H 7.90896 4.60332 -1.68787
H 9.11868 3.53368 -2.37376
C 5.00189 -5.66168 6.42679
C 3.62570 -5.11675 5.76234
O 3.96619 -4.11052 4.78039
C 3.01973 -3.55669 4.03746
O 1.85444 -3.90342 3.93750
O 3.60993 -2.75052 3.22626
C 2.91274 -2.24365 2.06940
H 5.69754 -6.02543 5.67058
H 4.87090 -6.46720 7.14933
H 5.50132 -4.76654 6.79747
H 2.94550 -4.78600 6.54722
H 2.98065 -5.80764 5.21948
H 2.40650 -2.97159 1.43542
H 3.65507 -1.95222 1.32636
H 2.19411 -1.50311 2.42046
C 1.07132 -1.26707 7.71873
C 0.45468 -0.87689 6.39556
O 0.17794 0.52457 6.35323
C 0.80420 1.30400 5.46937
O 1.81154 1.08826 4.87364
O 0.01494 2.41770 5.27282
C 0.33522 3.20548 4.07119
H 0.47690 -0.90117 8.55591
H 2.02790 -0.77459 7.89342
H 1.25926 -2.32052 7.92619
H -0.49688 -1.29696 6.06972
H 1.21093 -1.17504 5.66940
H -0.19390 4.15684 4.12650
H 0.00681 2.64884 3.19347
H 1.39469 3.40337 3.90851
C -3.12825 4.21811 0.12425
C -3.41654 5.67240 0.42323
O -2.95591 5.95971 1.75461
C -1.69451 6.52510 1.98549
O -0.91186 7.07905 1.17085
O -1.54111 6.62810 3.28659
C -0.50278 7.37046 3.80259
H -2.12247 3.95804 0.45422
H -3.25332 4.03521 -0.94300
H -3.86160 3.59927 0.64127
H -4.47662 5.92525 0.44330
H -3.03379 6.38641 -0.30601
H 0.42728 7.08267 3.31242
H -0.34991 7.12554 4.85366
H -0.71442 8.43364 3.68878
C 1.30021 4.60923 0.84942
O 0.42385 3.59849 0.26950
C 0.78281 3.13758 -1.05732
C -0.35628 2.37955 -1.71097
N -0.85866 1.23574 -0.99700
C 0.04179 0.25436 -0.47095
C -0.69693 -0.65257 0.54695
O -1.39119 0.18536 1.42586
C -1.95431 -0.50303 2.56169
H 0.83552 5.18267 1.65149
H 1.52930 5.32402 0.05905
H 2.16857 4.08736 1.25155
H 1.76303 2.66093 -1.04879
H 0.81681 3.99610 -1.72806
H -0.09361 2.34543 -2.76830
H -1.14360 3.13302 -1.68856
H -1.41138 1.58927 -0.22914
H 1.00090 0.69197 -0.19397
H 0.21738 -0.40274 -1.32270
H -0.00705 -1.39459 0.94891
H -1.43642 -1.15940 -0.07303
H -2.43288 0.14808 3.29321
H -1.21575 -1.05099 3.14680
H -2.75267 -1.17808 2.25341
*
```